[1]
11
Properties=species:S:1:pos:R:3 method="wB97M-V/def2-TZVPD" e_homo_ev=-9.361 smiles="COC(=S)C(=O)S" e_lumo_ev=-1.0 homo_lumo_gap_ev=8.35
C 2.38895 -0.61456 -0.34176
O 1.59303 0.55738 -0.53322
C 0.28226 0.58486 -0.04905
S -0.67360 2.00516 0.19388
C -0.20362 -0.68045 0.37647
O 0.31417 -1.23099 1.40042
S -1.57702 -1.22297 -0.47086
H 2.22816 -1.10879 0.62185
H 2.13562 -1.30130 -1.16463
H 3.48380 -0.35013 -0.65743
H -1.90083 -0.10501 -1.21962

---

[2]
104
Properties=species:S:1:pos:R:3 method="wB97M-V/def2-TZVPD" e_homo_ev=-9.306 smiles="CCOCC[C@@]1(COCOCCO)[C@H](COC)NC(=O)[C@]1(CCCCCCOC(C)=O)OC#N.CCOCC.CCOCC" e_lumo_ev=0.3 homo_lumo_gap_ev=9.63
C 1.09285 3.67916 1.35585
C 1.71584 3.11059 0.06561
O 0.87852 2.09164 -0.48229
C 1.19367 0.80740 0.02735
C 2.22611 0.14701 -0.89972
C 2.99547 -1.08074 -0.35013
C 3.68510 -1.78806 -1.54399
O 3.87448 -0.93717 -2.66213
C 5.02087 -0.13398 -2.55213
O 4.66563 1.14952 -2.99560
C 5.80017 1.96011 -3.26286
C 6.32630 2.60696 -1.96410
O 6.72552 3.95523 -2.17829
C 3.93823 -0.56259 0.77244
C 5.32851 -1.23459 0.95134
O 6.37458 -0.32073 0.61482
C 6.90750 0.34554 1.73943
N 3.19104 -0.72719 2.03916
C 2.09283 -1.55379 1.89249
O 1.28376 -1.76687 2.75623
C 2.14818 -2.10794 0.45695
C 0.85839 -2.51222 -0.24443
C -0.28318 -3.03410 0.65843
C -1.28171 -1.93186 1.00463
C -2.20027 -1.56103 -0.17226
C -3.58724 -1.08214 0.31715
C -3.94906 0.33872 -0.14762
O -5.13424 0.28627 -0.96992
C -5.96660 1.36002 -0.81765
C -6.65226 1.54964 0.51376
O -6.19170 2.08912 -1.74709
O 3.05479 -3.29814 0.46994
C 2.83844 -4.14577 1.41732
N 2.73502 -4.84587 2.32538
H 0.59811 4.62150 1.15924
H 1.82748 3.78184 2.15124
H 0.35289 2.96106 1.70013
H 2.70512 2.68965 0.25184
H 1.75875 3.89791 -0.67860
H 0.26993 0.23879 -0.02558
H 1.50266 0.86320 1.07027
H 1.71083 -0.07934 -1.82576
H 2.97512 0.90233 -1.10962
H 3.07373 -2.61622 -1.88549
H 4.64687 -2.21295 -1.26796
H 5.34109 -0.08889 -1.50511
H 5.82164 -0.52935 -3.18645
H 5.44916 2.76999 -3.89553
H 6.57867 1.40424 -3.78943
H 5.49411 2.62978 -1.26677
H 7.14465 2.00123 -1.57217
H 7.64317 3.94495 -2.47270
H 4.18360 0.49720 0.71411
H 5.45546 -2.15850 0.39731
H 5.43367 -1.49263 2.00136
H 6.14603 0.59769 2.47960
H 7.70418 -0.22711 2.21790
H 7.33840 1.28135 1.38956
H 3.02109 0.12858 2.54529
H 0.47082 -1.72314 -0.88064
H 1.13280 -3.32705 -0.91257
H 0.10210 -3.50865 1.55382
H -0.84184 -3.78810 0.10643
H -0.77891 -1.03442 1.36181
H -1.90340 -2.28342 1.82614
H -1.74798 -0.79192 -0.79454
H -2.34719 -2.44795 -0.78474
H -3.63397 -1.08718 1.40296
H -4.34532 -1.75391 -0.07241
H -3.13883 0.77200 -0.73090
H -4.12319 0.95717 0.72764
H -7.27790 2.42569 0.43135
H -7.22833 0.65698 0.74579
H -5.93362 1.69710 1.31546
C -1.65875 0.89247 -6.16791
C -2.07341 -0.31185 -5.33935
O -2.59008 0.01542 -4.06450
C -3.75423 0.83232 -4.04841
C -4.94820 0.22220 -4.75736
H -0.91567 1.48513 -5.63255
H -1.22940 0.56580 -7.11590
H -2.50380 1.54395 -6.39323
H -1.19869 -0.93498 -5.14790
H -2.78590 -0.93387 -5.89363
H -3.52785 1.82577 -4.45177
H -4.00134 0.97098 -3.00001
H -4.76206 0.06769 -5.82188
H -5.81179 0.87972 -4.65889
H -5.19516 -0.74621 -4.31900
C -3.19221 -1.78933 5.86901
C -3.23168 -0.49113 5.08211
O -4.33554 -0.38475 4.19872
C -5.62179 -0.43839 4.78900
C -5.88436 0.66160 5.80321
H -3.18034 -2.64472 5.19236
H -2.29688 -1.82310 6.48988
H -4.05626 -1.89702 6.52631
H -2.34618 -0.42807 4.44867
H -3.19730 0.37184 5.75656
H -5.79657 -1.42416 5.23395
H -6.32454 -0.34119 3.96063
H -5.20942 0.60176 6.65761
H -6.90508 0.58774 6.17952
H -5.75267 1.64275 5.34440

---

[3]
89
Properties=species:S:1:pos:R:3 method="wB97M-V/def2-TZVPD" charge=+1 multiplicity=5 e_homo_ev="-9.859 / -10.478" e_lumo_ev="-2.2 / -4.0" homo_lumo_gap_ev="7.61 / 6.47" s2=6.06
Pd 0.28966 0.09788 0.21271
C -1.98283 -4.92558 1.91837
C -2.14856 -5.52178 0.54837
C -2.09066 -6.89635 0.34587
C -2.23627 -7.44537 -0.92040
C -2.44386 -6.62411 -2.01786
C -2.50019 -5.25007 -1.83865
C -2.35687 -4.70832 -0.56894
N -2.40958 -3.28476 -0.41278
C -1.30663 -2.52174 -0.15130
N -0.13356 -3.13492 -0.41273
C 1.19500 -2.79413 -0.04969
C 1.57986 -1.49678 0.25404
C 2.90767 -1.26918 0.61275
C 3.83153 -2.30112 0.63036
C 3.42703 -3.58681 0.29960
C 2.11081 -3.85967 -0.03827
C 1.68455 -5.26356 -0.37933
N -1.41103 -1.29335 0.29359
C -2.73369 -0.82860 0.57253
C -3.26448 -0.98820 1.85069
C -4.54969 -0.56261 2.14830
C -5.32159 0.02613 1.15837
C -4.80154 0.17456 -0.11827
C -3.51410 -0.24968 -0.43768
C -2.99922 -0.12998 -1.84116
H -1.91786 -5.70811 2.67178
H -2.82318 -4.27605 2.17083
H -1.07246 -4.32203 1.98073
H -1.93282 -7.54666 1.19759
H -2.18947 -8.51865 -1.04825
H -2.56062 -7.04743 -3.00608
H -2.65777 -4.58469 -2.67820
H -3.29692 -2.86395 -0.18112
H -0.24139 -4.06286 -0.79195
H 3.23732 -0.26857 0.87131
H 4.86168 -2.10560 0.89823
H 4.14358 -4.39885 0.31086
H 2.52346 -5.94905 -0.28031
H 1.32274 -5.34652 -1.40951
H 0.88745 -5.62011 0.27964
H -2.66782 -1.47643 2.61046
H -4.94655 -0.69587 3.14606
H -6.32750 0.35966 1.37599
H -5.40897 0.62084 -0.89674
H -3.68636 0.44693 -2.45876
H -2.87630 -1.11644 -2.29742
H -2.02744 0.35506 -1.86857
Br 2.23714 2.53661 1.47028
C 1.29533 1.56478 2.78371
C 1.45398 1.90026 4.11811
C 0.79324 1.13014 5.05816
C 0.02346 0.05480 4.63837
C -0.07507 -0.19569 3.28600
N 0.53531 0.56312 2.36931
H 2.08441 2.73028 4.39942
H 0.89348 1.35991 6.11049
H -0.48725 -0.58252 5.34557
H -0.64145 -1.02649 2.89142
C 1.47507 2.76570 -2.51376
C 0.16494 2.30850 -3.15447
C 0.11469 0.78040 -3.26095
C -1.06088 2.91582 -2.50032
C -1.99078 3.57957 -3.26660
C -3.08982 4.22007 -2.69469
C -3.24391 4.26077 -1.30917
C -2.36422 3.62322 -0.46585
C -2.46610 3.80766 1.03064
C -2.61631 2.51743 1.83212
C -1.27840 4.63189 1.54174
C -1.29533 2.85177 -1.07118
N -0.56740 2.06929 -0.33061
H 2.31436 2.46614 -3.14209
H 1.62065 2.31483 -1.53053
H 1.50535 3.85014 -2.39772
H 0.15618 2.69864 -4.17602
H 0.13537 0.30757 -2.27273
H 0.98674 0.41584 -3.80471
H -0.78369 0.44436 -3.77924
H -1.84894 3.61986 -4.33992
H -3.80250 4.73025 -3.32865
H -4.06220 4.82465 -0.87849
H -3.37348 4.39638 1.19097
H -1.70677 1.91668 1.80111
H -3.44056 1.90701 1.46590
H -2.81816 2.76525 2.87635
H -0.34464 4.08447 1.39766
H -1.39262 4.83476 2.60765
H -1.19928 5.58564 1.01936

---

[4]
15
Properties=species:S:1:pos:R:3 method="wB97M-V/def2-TZVPD" charge=+1 e_homo_ev=-15.650 smiles="NC(=O)[N+]1(C=O)CC1" e_lumo_ev=-4.8 homo_lumo_gap_ev=10.82
N -1.26253 -1.83069 -0.10857
C -1.22458 -0.53224 -0.10410
O -2.12738 0.23543 -0.25362
N 0.16165 0.16426 0.02892
C 1.47683 -0.78784 0.13874
O 1.79701 -1.40316 -0.81507
C 0.16484 1.44668 0.79957
C 0.44538 1.48437 -0.66788
H -0.37394 -2.24514 -0.23061
H -2.08079 -2.34451 -0.12836
H 2.11506 -0.61484 1.09755
H 0.79408 1.52666 1.64674
H -0.85262 1.49947 1.02143
H -0.44091 1.89222 -1.20789
H 1.40789 1.50932 -1.21685

---

[5]
10
Properties=species:S:1:pos:R:3 method="wB97M-V/def2-TZVPD" e_homo_ev=-9.936 smiles="O=c1nccn[nH]1" e_lumo_ev=-0.5 homo_lumo_gap_ev=9.48
O -2.13351 0.44681 1.23764
C -1.05670 0.16798 0.76803
N 0.14966 0.76150 1.14956
C 1.13745 0.63610 0.33111
C 1.07178 -0.15248 -0.87220
N 0.04705 -0.91133 -1.10711
N -0.94066 -0.81716 -0.22165
H 2.07291 1.13380 0.59196
H 1.87302 -0.16633 -1.59934
H -1.77871 -1.33805 -0.44734

---

Number 1: E_tot -1063.4896 hartree. Number 2: E_tot -2154.1859 hartree. Number 3: E_tot -4487.3540 hartree. Number 4: E_tot -416.2829 hartree. Number 5: E_tot -355.6045 hartree.